# 1
Here is 14 unconnected molecules or ions with the total composition C46H129N9O14 at a distorted geometry from the Open Molecules 2025 dataset. Energies are from wB97M-V/def2-TZVPD.

CARTESIAN COORDINATES (ANGSTROEM)
C 0.432 -5.401 -0.281
C 1.687 -4.544 -0.155
C 3.010 -5.225 0.397
O 2.849 -5.690 1.741
C 4.077 -5.963 2.314
N 2.074 -4.101 -1.448
H 0.649 -6.343 -0.783
H -0.376 -4.870 -0.784
H 0.149 -5.628 0.747
H 1.354 -3.698 0.448
H 3.828 -4.504 0.385
H 3.265 -6.105 -0.193
H 4.701 -5.072 2.385
H 4.670 -6.683 1.750
H 4.034 -6.329 3.340
H 1.195 -3.796 -1.843
H 2.252 -4.903 -2.035
C -1.120 -5.828 3.637
C -1.636 -4.462 3.384
C -3.131 -4.246 3.578
O -3.904 -4.992 2.703
C -5.231 -4.533 2.583
N -0.942 -3.649 4.330
H -1.563 -6.544 2.945
H -1.436 -6.123 4.637
H -0.056 -5.951 3.436
H -1.483 -4.210 2.334
H -3.333 -3.175 3.542
H -3.279 -4.569 4.608
H -5.319 -3.503 2.240
H -5.754 -4.693 3.526
H -5.817 -5.053 1.825
H -1.262 -2.736 4.040
H 0.054 -3.593 4.176
C -2.170 -5.480 -5.347
C -2.472 -5.709 -3.841
C -3.472 -4.646 -3.315
O -2.921 -3.349 -3.335
C -3.937 -2.373 -3.113
N -3.074 -6.995 -3.705
H -1.653 -6.360 -5.730
H -1.457 -4.665 -5.473
H -3.103 -5.226 -5.851
H -1.558 -5.717 -3.247
H -3.841 -4.932 -2.330
H -4.349 -4.657 -3.962
H -4.408 -2.635 -2.166
H -4.622 -2.233 -3.950
H -3.366 -1.464 -2.928
H -3.938 -7.037 -4.226
H -3.413 -7.081 -2.757
C 4.467 1.966 -1.946
C 3.143 1.857 -2.717
C 3.399 1.928 -4.286
O 2.121 1.869 -4.984
C 2.177 2.465 -6.270
N 2.523 0.572 -2.397
H 4.401 1.569 -0.933
H 4.637 3.042 -1.916
H 5.303 1.477 -2.445
H 2.469 2.668 -2.442
H 3.908 1.005 -4.564
H 3.976 2.833 -4.477
H 2.540 1.727 -6.984
H 2.872 3.297 -6.379
H 1.157 2.692 -6.581
H 1.778 0.492 -3.074
H 3.105 -0.247 -2.497
C 0.445 1.809 0.493
C 1.099 0.455 0.842
C 0.377 -0.774 0.163
O -1.022 -0.744 0.483
C -1.757 -1.945 0.173
N 2.549 0.562 0.574
H -0.537 1.985 0.931
H 0.403 1.948 -0.587
H 1.005 2.710 0.743
H 0.947 0.448 1.921
H 0.804 -1.697 0.556
H 0.534 -0.814 -0.915
H -1.763 -2.160 -0.896
H -2.788 -1.994 0.522
H -1.277 -2.850 0.545
H 2.584 0.854 -0.392
H 2.934 -0.371 0.547
C -3.520 3.727 1.906
C -2.592 4.593 1.067
C -3.227 5.762 0.279
O -2.207 6.505 -0.383
C -2.532 7.861 -0.658
N -1.646 5.099 2.056
H -4.454 3.579 1.365
H -3.775 4.231 2.838
H -3.188 2.690 1.953
H -1.975 3.930 0.460
H -3.796 6.382 0.971
H -3.852 5.364 -0.520
H -3.486 7.976 -1.173
H -1.770 8.364 -1.254
H -2.640 8.400 0.283
H -1.043 5.794 1.640
H -2.183 5.651 2.709
C 3.927 -2.014 3.173
C 2.869 -2.576 4.179
C 2.186 -1.447 5.007
O 3.335 -0.773 5.606
C 2.970 0.382 6.331
N 1.823 -3.273 3.376
H 4.817 -1.585 3.634
H 3.586 -1.282 2.441
H 4.225 -2.863 2.558
H 3.320 -3.265 4.893
H 1.610 -1.906 5.810
H 1.507 -0.811 4.439
H 2.853 1.180 5.597
H 3.700 0.776 7.037
H 2.012 0.192 6.815
H 2.437 -3.917 2.897
H 1.547 -2.540 2.739
C -4.909 2.534 -2.010
C -4.297 3.247 -3.176
C -3.210 2.363 -3.883
O -2.099 2.253 -2.994
C -0.998 1.647 -3.671
N -5.380 3.707 -4.074
H -4.047 2.116 -1.488
H -5.596 1.755 -2.339
H -5.457 3.174 -1.318
H -3.728 4.104 -2.816
H -2.875 2.798 -4.824
H -3.598 1.370 -4.108
H -1.337 0.691 -4.070
H -0.180 1.537 -2.960
H -0.648 2.201 -4.543
H -5.740 4.596 -3.759
H -4.959 3.958 -4.957
C 2.188 7.739 -1.102
C 2.444 6.500 -0.200
C 1.534 6.557 1.118
O 1.900 7.587 1.968
C 3.185 7.495 2.503
N 2.206 5.347 -1.053
H 2.444 8.662 -0.582
H 1.202 7.789 -1.564
H 2.900 7.675 -1.924
H 3.503 6.442 0.052
H 1.592 5.646 1.714
H 0.462 6.614 0.931
H 3.315 6.673 3.207
H 3.448 8.369 3.098
H 4.020 7.539 1.804
H 1.285 5.353 -1.467
H 2.204 4.475 -0.544
C 5.527 -1.636 -1.410
C 5.060 -2.185 -0.080
O 3.636 -2.055 0.077
H 5.171 -0.632 -1.640
H 5.211 -2.355 -2.166
H 6.612 -1.660 -1.315
H 5.545 -1.604 0.704
H 5.393 -3.210 0.083
H 3.219 -2.734 -0.457
C -5.433 -0.508 1.259
C -6.276 0.635 0.682
O -7.630 0.464 1.103
H -4.440 -0.333 0.846
H -5.752 -1.518 1.002
H -5.212 -0.345 2.314
H -6.324 0.582 -0.405
H -5.990 1.637 1.002
H -7.750 0.727 2.018
C -1.102 1.577 4.005
C -2.060 0.400 3.630
O -1.414 -0.699 3.059
H -1.810 2.327 4.359
H -0.587 1.962 3.125
H -0.390 1.480 4.825
H -2.808 0.669 2.884
H -2.577 0.080 4.535
H -1.239 -0.515 2.134
C -0.090 -1.855 -5.064
C 0.267 -1.881 -3.570
O -0.312 -2.985 -2.913
H 0.119 -2.845 -5.469
H 0.578 -1.205 -5.628
H -1.149 -1.714 -5.279
H -0.015 -0.950 -3.078
H 1.338 -1.944 -3.377
H -1.249 -3.017 -3.121
C 5.605 1.423 2.197
C 4.387 2.013 2.851
O 3.617 2.668 1.867
H 6.239 2.186 1.746
H 5.290 0.706 1.439
H 6.128 0.776 2.901
H 4.773 2.714 3.591
H 3.827 1.198 3.311
H 3.057 2.100 1.333

Cartesian forces (eV/Å) of the 2 atoms listed first:
0.66 -0.67 1.38
0.54 -1.57 0.66

The highest occupied orbital energy (spin up / spin down) comes out at 0.023 / -0.249 Ha. Its HOMO-LUMO gap (spin up / spin down) is 1.4437 / 8.7888 eV. As for the expectation value of S²: 0.750. The total charge is -1. As for the spin multiplicity: 2.

---

# 2
Here is a molecular structure, C10H28NNaO8P at a distorted geometry from the Open Molecules 2025 dataset. Energies are from wB97M-V/def2-TZVPD.

CARTESIAN COORDINATES (ANGSTROEM)
Na -22.226 18.356 15.858
C -19.891 22.536 15.318
C -20.948 21.450 15.699
O -20.415 20.300 16.043
H -19.341 22.862 16.206
H -20.383 23.416 14.857
H -19.189 22.123 14.586
H -21.652 21.391 14.801
H -21.583 21.927 16.519
P -21.552 15.826 17.371
O -20.124 15.225 17.427
O -21.537 17.318 17.858
O -22.587 14.990 18.165
O -21.978 15.865 15.810
C -24.950 21.242 14.045
C -24.632 19.798 13.725
C -23.341 19.647 12.953
O -23.427 20.294 11.698
C -22.262 20.075 10.948
N -24.473 19.039 14.970
H -24.897 21.907 13.180
H -24.256 21.626 14.801
H -25.951 21.328 14.489
H -25.468 19.420 13.106
H -23.152 18.571 12.801
H -22.506 20.038 13.549
H -21.399 20.602 11.378
H -22.430 20.462 9.938
H -22.013 19.008 10.893
H -24.399 18.023 14.745
H -25.373 19.056 15.446
C -24.637 14.093 16.112
C -25.092 15.518 15.851
O -24.195 16.196 14.995
H -24.395 13.619 15.150
H -25.447 13.496 16.561
H -23.748 14.099 16.756
H -25.158 16.057 16.806
H -26.078 15.526 15.352
H -23.204 15.999 15.385
C -19.243 17.470 12.521
C -20.291 17.675 13.607
O -19.909 17.193 14.835
H -19.688 17.604 11.518
H -18.806 16.468 12.541
H -18.444 18.205 12.631
H -21.280 17.300 13.286
H -20.406 18.778 13.698
H -20.539 16.455 15.110

Cartesian forces (eV/Å) of the 2 atoms listed first:
1.15 -0.23 1.19
-0.39 0.33 -0.26

The highest occupied orbital energy comes out at 0.129 Ha. Its HOMO-LUMO gap is 2.3433 eV. The total charge is -3. As for the spin multiplicity: 1.

---

For reference, E by record: -3375.85676 -1558.08482 Eh.